Entry 1:
DFT (ωB97M-V/def2-TZVPD) results for a molecular structure, C28H55BrGaO11S3 in a non-equilibrium geometry.

Charge: -1
DFT total energy: -7620.7696 a.u.
HOMO energy: -5.178 eV
Orbital gap: 7.132 eV

Each line ends with the Mulliken charge.
CARTESIAN COORDINATES (ANGSTROEM)
C -4.2278 -2.8194 5.3678  -0.64
C -3.8463 -4.3687 5.0589  -0.30
O -2.4349 -4.6451 5.3209  -0.44
C -1.6930 -4.7106 4.0687  -0.14
C -0.1223 -4.3770 4.2727  -0.86
C 0.5114 -3.8582 2.8632  0.08
C 1.4079 -2.5390 3.0588  -1.02
C 1.1110 -1.3937 1.9363  0.38
Ga -0.8774 -0.8822 1.8081  -0.96
C -1.6283 -0.9110 3.7492  0.80
C -0.7772 0.0067 4.7680  0.21
O -1.3091 0.3335 5.8537  -0.62
O 0.5775 0.4165 4.4963  -0.21
C 0.6459 1.7493 4.0078  0.48
C 1.5340 2.2081 2.7532  -0.03
O -0.0138 2.6435 4.5919  -0.59
O -1.7226 -2.1258 0.6480  -0.74
C -0.8068 -2.4189 -0.4277  0.75
C -1.5060 -2.7407 -1.8310  -0.79
C -1.2531 1.0051 1.0652  0.33
Br -0.2885 1.4261 -0.6474  -0.27
C -2.8695 1.1332 0.9024  -0.31
C -3.4844 1.8520 2.2252  -0.89
H -4.2516 -2.1774 4.4306  0.00
H -5.2493 -2.8658 5.8914  0.39
H -3.4948 -2.3772 6.1167  0.22
H -4.5037 -5.0191 5.7208  0.33
H -4.0532 -4.6401 3.9689  0.26
H -1.8697 -5.6938 3.5148  0.31
H -2.1245 -3.8833 3.3949  0.13
H 0.4312 -5.3055 4.6738  0.37
H 0.0092 -3.5644 5.0705  0.23
H -0.3320 -3.7515 2.1069  -0.11
H 1.2034 -4.7086 2.5194  0.45
H 1.3690 -2.1032 4.1178  0.24
H 2.5014 -2.8727 2.8985  0.45
H 1.8103 -0.5220 2.2274  -0.19
H 1.5622 -1.8181 0.9663  0.59
H -1.4924 -1.9830 4.1550  -0.41
H -2.7468 -0.6883 3.8101  -0.14
H 1.3293 1.4650 1.8967  -0.58
H 1.0598 3.1948 2.3990  0.23
H 2.6392 2.3122 2.9884  0.40
H -0.1257 -3.2923 -0.0918  0.03
H -0.0802 -1.5393 -0.6106  -0.26
H -0.8600 -3.5486 -2.3366  0.20
H -2.5708 -3.1293 -1.7483  0.18
H -1.4104 -1.8210 -2.5068  0.13
H -0.9737 1.8633 1.7840  0.10
H -3.1385 1.8367 0.0344  0.31
H -3.3578 0.1098 0.8284  0.14
H -3.7964 1.0937 3.0253  0.14
H -2.7503 2.5951 2.6999  0.24
H -4.4212 2.4763 1.9728  0.35
C 3.9861 2.9784 -0.4663  -0.27
C 5.4081 2.9280 -1.0292  -0.73
C 6.0918 1.6930 -0.4393  -0.70
S 4.7874 0.5149 -0.0966  1.25
O 4.7077 0.3217 1.3328  -0.65
O 4.8925 -0.5930 -1.0195  -0.73
C 3.4365 1.5643 -0.6035  0.82
H 3.3657 3.7029 -0.9970  0.02
H 4.0167 3.2679 0.5892  0.29
H 5.3650 2.8397 -2.1196  0.31
H 5.9675 3.8369 -0.7963  0.36
H 6.8018 1.2521 -1.1396  0.35
H 6.5931 1.9246 0.5019  0.35
H 2.5659 1.3800 0.0241  -0.94
H 3.2055 1.3313 -1.6452  0.41
C -1.3742 6.9327 -2.7911  -0.62
C -1.6526 5.5572 -2.1807  -0.75
C -0.3710 4.7313 -2.3067  0.08
S 0.9814 5.9024 -2.3043  1.18
O 1.6301 5.8611 -3.5958  -0.69
O 1.7202 5.7770 -1.0676  -0.66
C -0.0297 7.3711 -2.2258  -0.77
H -2.1625 7.6496 -2.5523  0.36
H -1.3127 6.8475 -3.8809  0.29
H -1.9133 5.6737 -1.1240  0.28
H -2.4914 5.0596 -2.6717  0.33
H -0.2538 4.0412 -1.4707  -0.32
H -0.3401 4.1820 -3.2490  0.46
H 0.4356 8.1741 -2.7968  0.42
H -0.1190 7.6587 -1.1760  0.34
C -0.0372 -3.8948 -7.5055  -0.58
C 0.4178 -2.4389 -7.6303  -0.61
C -0.2747 -1.6447 -6.5205  -0.74
S -0.5732 -2.8025 -5.1883  1.26
O -1.9993 -2.9692 -5.0348  -0.68
O 0.2912 -2.4808 -4.0798  -0.61
C 0.0772 -4.2381 -6.0258  -0.79
H 0.5692 -4.5632 -8.1202  0.34
H -1.0782 -3.9858 -7.8320  0.29
H 1.5033 -2.3844 -7.4998  0.30
H 0.1852 -2.0256 -8.6143  0.32
H 0.3521 -0.8300 -6.1573  0.35
H -1.2386 -1.2537 -6.8501  0.38
H -0.4932 -5.1227 -5.7442  0.39
H 1.1216 -4.3531 -5.7282  0.37

---

Entry 2:
DFT (ωB97M-V/def2-TZVPD) results for a molecular structure, C11H21ClNNaO5 in a non-equilibrium geometry.

Charge: 0
DFT total energy: -1485.0226 a.u.
HOMO energy: -5.819 eV
Orbital gap: 3.116 eV

Each line ends with the natural charge from an NBO analysis.
CARTESIAN COORDINATES (ANGSTROEM)
C 1.5751 -1.1089 1.2604  -0.36
C 0.7529 -0.9408 0.2285  -0.21
C -0.7303 -0.8497 0.4051  -0.28
C -1.3626 -2.0775 1.0702  -0.42
C -2.7483 -1.4936 1.4472  -0.23
N -2.5746 -0.0008 1.5795  -0.55
C -1.2132 0.4058 1.0831  -0.22
H 2.5478 -0.6310 1.1785  0.07
H 1.3127 -1.6912 2.1649  0.31
H 1.1636 -0.8836 -0.7701  0.17
H -1.1292 -0.7732 -0.6053  0.19
H -0.8826 -2.4692 1.9444  0.30
H -1.5140 -2.7442 0.2333  0.20
H -3.1456 -1.8961 2.3587  0.26
H -3.3811 -1.8118 0.6378  0.20
H -3.2853 0.4511 1.0350  0.42
H -2.6097 0.1899 2.6173  0.53
H -0.6786 0.7742 1.9301  0.27
H -1.3899 1.1966 0.3778  0.20
C -0.5936 1.0001 4.3745  -0.73
C -1.8646 1.6550 4.9309  0.77
O -2.9456 1.2365 4.3802  -0.85
O -1.7320 2.4980 5.8216  -0.74
H -0.8580 0.2763 3.6193  0.18
H 0.0654 1.7691 3.9335  0.17
H -0.0550 0.4963 5.1566  0.24
Cl -0.2167 -1.5937 3.9929  -0.87
C -0.2509 0.6170 -4.1286  -0.26
O 0.7629 0.8384 -5.1151  -0.47
C 2.0006 0.7252 -4.6734  1.00
O 2.3227 0.4583 -3.5397  -0.71
O 2.8235 0.9522 -5.6824  -0.47
C 4.2130 0.8644 -5.3612  -0.26
H -1.2067 0.7408 -4.6258  0.21
H -0.1867 -0.3942 -3.7320  0.19
H -0.1727 1.3478 -3.3262  0.19
H 4.4653 -0.1364 -5.0165  0.19
H 4.4817 1.6067 -4.6120  0.18
H 4.7614 1.0714 -6.2735  0.21
Na 3.4789 0.3245 -0.2994  0.99

---

Entry 3:
DFT (ωB97M-V/def2-TZVPD) results for 2 unconnected molecules or ions with the total composition C4H9NO2.

Charge: 0
SMILES: C=C(COC)N=O.[H][H]
DFT total energy: -362.8740 a.u.
ΔE to the lowest compared entry with this formula, charge and spin: 5.7564 eV
HOMO energy: -9.234 eV
Orbital gap: 8.761 eV

Each line ends with the natural charge from an NBO analysis.
CARTESIAN COORDINATES (ANGSTROEM)
C 0.9706 1.6094 -1.1000  -0.29
C 1.0791 0.3685 -0.6251  0.02
C 0.8779 -0.0362 0.8184  -0.13
O -0.4063 0.3094 1.2940  -0.54
C -1.2791 -0.7870 1.4538  -0.25
N 1.1359 -0.6155 -1.6805  0.13
O 0.5902 -1.6559 -1.3881  -0.30
H 0.6984 2.4401 -0.4549  0.21
H 1.0319 1.7761 -2.1734  0.22
H 1.0597 -1.1130 0.9228  0.20
H 1.6094 0.4993 1.4349  0.20
H -2.2262 -0.3863 1.8247  0.19
H -1.4508 -1.3149 0.5070  0.18
H -0.8868 -1.5027 2.1910  0.17
H -1.4736 -0.1414 -1.6264  -0.01
H -1.3305 0.5499 -1.3983  0.00

---

Entry 4:
DFT (ωB97M-V/def2-TZVPD) results for a molecular structure, C44H36N5O2S4Ti.

Charge: +1
DFT total energy: -4564.7417 a.u.
ΔE to the lowest compared entry with this formula, charge and spin: 0.4342 eV
HOMO energy: -9.764 eV
Orbital gap: 6.655 eV

Each line ends with the Mulliken charge.
CARTESIAN COORDINATES (ANGSTROEM)
Ti 0.0264 1.2151 1.2404  -0.61
C 2.4217 0.9283 4.8211  -1.14
C 2.3478 -0.4290 5.1181  -0.44
C 1.3189 -1.1632 4.5831  -0.58
C 0.4022 -0.5581 3.7232  0.38
N 0.5564 0.7259 3.3169  0.61
C 1.5270 1.4500 3.9243  -0.33
N -0.6943 -1.3505 3.3946  -0.23
C -1.6210 -0.9316 2.6204  -0.35
N -1.6388 0.2279 1.8688  0.57
C -2.7660 0.2040 1.0519  -0.49
N -3.1894 1.1119 0.2543  -0.35
C -2.7822 2.4381 0.4260  0.40
C -3.4693 3.3872 -0.3291  -0.81
C -3.3401 4.7197 -0.0113  -0.32
C -2.5568 5.0770 1.0812  -1.07
C -1.8552 4.0868 1.7286  -0.34
N -1.8986 2.7871 1.3829  0.07
C -3.4948 -1.0598 1.2971  0.43
C -4.6415 -1.5707 0.7232  -0.23
C -5.1024 -2.7904 1.2092  -0.71
C -4.4396 -3.4519 2.2444  -0.69
C -3.2890 -2.9198 2.8190  -0.14
C -2.8352 -1.7183 2.3139  0.49
H 3.1749 1.5692 5.2556  0.46
H 3.0650 -0.8921 5.7831  0.46
H 1.1589 -2.2036 4.8268  0.56
H 1.5771 2.4875 3.6332  0.77
H -4.1407 3.0384 -1.1008  0.53
H -3.8762 5.4718 -0.5762  0.47
H -2.4769 6.1017 1.4133  0.47
H -1.2078 4.3287 2.5597  0.67
H -5.1550 -1.0401 -0.0673  0.58
H -5.9961 -3.2306 0.7868  0.46
H -4.8334 -4.3916 2.6092  0.44
H -2.7684 -3.4202 3.6251  0.58
S 2.3917 0.7566 0.8104  0.27
C 3.3426 2.1948 1.0866  0.24
C 4.7381 2.1601 1.0325  -0.92
C 5.4687 3.3196 1.2193  -0.63
C 4.8172 4.5259 1.4677  -0.64
C 3.4353 4.5642 1.5328  -0.89
C 2.6980 3.3948 1.3446  0.19
S 0.9383 3.4274 1.4387  -0.25
H 5.2405 1.2200 0.8411  0.52
H 6.5494 3.2859 1.1768  0.39
H 5.3884 5.4327 1.6145  0.39
H 2.9197 5.4952 1.7345  0.49
O 0.4365 -0.8059 0.4755  0.32
S -0.2991 -2.1136 0.2051  -0.05
C 0.6499 -3.3231 1.0748  0.95
C 2.0010 -3.1103 1.3158  0.07
C 2.7032 -4.0807 2.0098  -0.90
C 2.0594 -5.2352 2.4463  -0.58
C 0.7060 -5.4218 2.2081  -0.85
C -0.0155 -4.4522 1.5237  -0.44
C 0.1018 -2.4581 -1.4863  0.56
C 1.2867 -1.9890 -2.0385  -0.19
C 1.5676 -2.3033 -3.3577  -0.75
C 0.6733 -3.0663 -4.1018  -0.61
C -0.5133 -3.5117 -3.5381  -0.92
C -0.8106 -3.2019 -2.2169  -0.22
H 2.4776 -2.1910 0.9984  0.24
H 3.7558 -3.9373 2.2150  0.48
H 2.6182 -5.9886 2.9856  0.43
H 0.2080 -6.3126 2.5665  0.45
H -1.0793 -4.5674 1.3511  0.44
H 1.9616 -1.3826 -1.4448  0.20
H 2.4867 -1.9528 -3.8082  0.49
H 0.9027 -3.3121 -5.1306  0.47
H -1.2110 -4.0932 -4.1254  0.46
H -1.7393 -3.5306 -1.7648  0.51
C -1.0692 -0.4965 -6.8862  -1.67
C -0.6458 0.1476 -5.5943  1.00
C -1.5094 0.2061 -4.5023  -0.85
C -1.1228 0.7949 -3.3084  -0.54
C 0.1566 1.3221 -3.2169  0.65
C 1.0484 1.2633 -4.2776  -0.73
C 0.6327 0.6861 -5.4664  -0.72
S 0.7129 2.0873 -1.7214  0.21
C 0.1192 3.7450 -2.0355  -1.12
O -0.3008 1.5281 -0.6900  0.60
H -2.0682 -0.9220 -6.8104  0.37
H -0.3810 -1.2945 -7.1690  0.35
H -1.0716 0.2305 -7.6996  0.39
H -2.5014 -0.2207 -4.5865  0.38
H -1.7896 0.8161 -2.4550  0.29
H 2.0554 1.6527 -4.1786  0.52
H 1.3189 0.6388 -6.3038  0.43
H -0.9468 3.6875 -2.2511  0.31
H 0.6771 4.1015 -2.9016  0.53
H 0.3224 4.3551 -1.1579  0.34